1.
Here is a structure of composition C22H27IN3O3PV from the Open Molecules 2025 dataset. Energies are from the ωB97M-V functional and the def2-TZVPD basis.

Positions of all 58 atoms, in Å:
V  0.83872  -0.76901  -0.89002
O  0.74147  2.48859  5.14821
C  1.63272  3.01525  4.16549
C  1.38036  2.25873  2.88709
C  2.09331  2.50843  1.70508
C  1.89417  1.72017  0.57568
N  0.96830  0.74913  0.48872
C  0.21025  0.59580  1.62320
C  0.42270  1.29146  2.80855
C  -0.79889  -0.40939  1.57052
C  -1.83143  -0.61933  2.52353
C  -2.71686  -1.68153  2.35034
C  -3.88818  -1.89861  3.26660
O  -3.68632  -1.02562  4.41970
C  -2.44998  -2.58317  1.26757
C  -1.40327  -2.32566  0.39543
N  -0.68997  -1.19921  0.45034
H  0.86478  2.89202  6.01842
H  2.67767  2.80068  4.42786
H  1.50698  4.07000  3.98135
H  2.78226  3.35326  1.61443
H  2.42780  1.91423  -0.32922
H  -0.16818  0.99779  3.64754
H  -1.93311  -0.05380  3.47244
H  -3.90407  -2.91339  3.67728
H  -4.83519  -1.80926  2.72884
H  -4.12524  -1.39170  5.20708
H  -3.05606  -3.47434  1.11895
H  -1.29224  -2.96779  -0.46075
C  0.07330  -1.18840  -4.41513
P  0.54069  0.02249  -3.05860
C  1.76786  1.27725  -3.67419
C  -0.94208  0.98536  -2.96238
C  -2.18016  0.35378  -3.18163
C  -3.39463  0.96177  -2.70247
C  -3.36867  2.16137  -1.95995
C  -2.12122  2.73797  -1.65665
C  -0.95321  2.22584  -2.23094
H  -0.71246  -1.78213  -3.99489
H  0.90490  -1.85539  -4.70642
H  -0.26854  -0.58776  -5.27221
H  1.33561  1.83548  -4.49718
H  2.75163  0.81945  -3.92560
H  1.92601  2.02557  -2.86590
H  -2.33819  -0.54996  -3.79297
H  -4.33388  0.54745  -3.06490
H  -4.29486  2.59143  -1.62957
H  -2.05325  3.61681  -1.08295
H  -0.04382  2.77173  -2.15216
N  3.83674  -3.69385  0.17498
C  3.17200  -2.76289  -0.50019
O  1.98208  -2.48766  -0.24173
C  3.89855  -2.13064  -1.61774
I  5.64362  -0.92815  -0.99431
H  3.30144  -4.32135  0.76563
H  4.72268  -4.04277  -0.15276
H  3.24417  -1.36639  -2.01344
H  4.24120  -2.77012  -2.45402

Forces on the atoms, in the same order (eV/Å):
V 0.91 -1.57 2.09
O 0.21 0.31 -0.32
C -0.05 -1.24 0.34
C 0.60 0.76 -0.46
C 0.17 0.23 -0.36
C -0.49 0.39 0.51
N -0.23 0.97 1.68
C 1.16 0.97 -0.07
C -0.44 -0.94 -0.78
C -2.03 -2.00 -0.69
C 0.77 0.02 0.11
C 0.53 -0.96 -1.47
C 0.74 -0.03 1.89
O -0.72 -0.41 -0.86
C -0.15 0.70 0.99
C -1.61 0.51 0.18
N 0.08 -0.15 1.16
H 0.18 0.07 -0.35
H -0.07 0.29 0.12
H -0.07 0.53 0.07
H -0.06 -0.43 0.20
H 0.49 0.13 -0.36
H -0.14 0.21 0.46
H 0.13 -0.14 -1.05
H 0.27 -0.18 -0.47
H -0.04 0.64 0.10
H 0.11 0.12 -0.59
H 0.10 0.19 0.07
H 0.37 -0.17 -0.20
C 1.45 0.89 0.14
P 0.12 0.91 -3.05
C 0.46 -0.36 0.67
C -1.93 0.83 1.36
C -1.61 0.92 0.38
C 1.32 0.57 -0.70
C 0.94 -1.52 -0.38
C 0.08 -1.15 -1.65
C -1.00 -1.36 -0.29
H -0.47 -0.40 -0.01
H -0.34 0.43 0.14
H 0.05 -0.41 0.24
H 0.07 -0.16 -0.37
H -0.73 0.38 0.04
H 0.00 -0.60 -0.38
H 0.45 0.51 0.52
H 0.13 0.01 0.39
H -0.16 0.20 0.18
H -0.03 1.04 0.55
H 0.63 0.31 0.41
N -0.78 -0.47 0.06
C 0.58 -1.28 0.29
O -0.12 0.41 -0.05
C 0.93 1.47 -0.84
I -0.72 -0.62 -0.13
H 0.16 0.26 0.14
H 0.17 0.19 0.02
H -0.10 0.12 -0.42
H -0.26 0.07 0.79

Calculated values
ΔE to the lowest compared entry with this formula, charge and spin in kcal/mol: 0.0
HOMO level (alpha / beta) in eV: -13.4 / -14.2
HOMO-LUMO gap (alpha / beta) in eV: 7.37 / 7.97
Total charge: +2
Multiplicity: 4

These are the natural (NBO) partial charges, in e, on atoms 1 to 5: atom 1 (V): 1.309, atom 2 (O): -0.726, atom 3 (C): -0.098, atom 4 (C): 0.066, atom 5 (C): -0.222

***

2.
Here is a cluster of 2 separate species, C22H27N2O2Si in total from the Open Molecules 2025 dataset. Energies are from the ωB97M-V functional and the def2-TZVPD basis.

Positions of all 54 atoms, in Å:
C  -5.86801  2.53803  -1.41365
O  -4.68904  3.22273  -1.89589
C  -3.47142  2.90066  -1.42534
C  -2.36921  3.70205  -1.80635
C  -1.14339  3.57895  -1.21312
C  -0.92954  2.61541  -0.18455
C  0.36537  2.50602  0.42239
C  0.59665  1.97258  1.73398
C  1.85407  1.39547  2.09336
C  1.94223  0.55739  3.20761
C  0.80781  0.24251  3.97274
O  1.01573  -0.54058  5.05136
C  2.48251  -0.84393  5.07812
C  3.11211  -0.13563  3.87429
C  -0.44128  0.81722  3.64122
C  -0.52148  1.75179  2.60308
C  -1.98235  1.67928  0.04228
C  -3.22572  1.85097  -0.52137
H  -6.70795  2.98419  -1.95469
H  -5.82343  1.46330  -1.63328
H  -6.01359  2.68959  -0.33539
H  -2.58421  4.49141  -2.55607
H  -0.34167  4.26367  -1.51801
H  1.20475  2.39168  -0.41699
H  2.73494  1.51459  1.46157
H  2.89230  -0.47930  6.03290
H  2.62962  -1.93490  5.02981
H  3.59176  -0.85451  3.20664
H  3.85543  0.59167  4.20594
H  -1.28516  0.51907  4.25184
H  -1.50308  2.19464  2.39496
H  -1.84466  0.77119  0.66478
H  -4.06627  1.19763  -0.24949
C  2.56098  8.34802  0.83401
Si  3.38647  7.47994  -0.57517
C  2.83632  8.02140  -2.25923
C  5.22983  7.64418  -0.48350
N  2.95372  5.73466  -0.35522
C  1.73248  5.15107  0.00726
N  1.87187  3.86936  0.19163
C  3.17512  3.52405  -0.13994
C  3.81073  4.66579  -0.42299
H  2.71552  9.43115  0.70949
H  1.48005  8.15996  0.87423
H  2.99394  8.06468  1.80326
H  2.89512  9.11607  -2.34379
H  3.49623  7.59631  -3.03084
H  1.80303  7.72647  -2.47964
H  5.48053  8.71954  -0.49532
H  5.67220  7.22365  0.43080
H  5.73442  7.18930  -1.35042
H  0.81455  5.79078  0.08316
H  3.53223  2.47091  -0.21283
H  4.86392  4.77880  -0.66338

Forces on the atoms, in the same order (eV/Å):
C 0.27 0.02 -0.12
O -0.06 -0.13 -0.06
C 0.51 -0.17 0.87
C -1.39 0.73 -0.87
C 0.26 -0.38 0.52
C -1.42 0.67 -1.01
C 3.60 -2.24 -2.38
C -0.29 -0.63 0.66
C -0.44 -0.89 0.56
C -0.08 0.34 -0.06
C -0.73 0.97 -0.37
O 1.07 0.16 -0.93
C -0.32 -0.20 0.32
C 0.16 0.19 -0.37
C 0.63 0.03 0.31
C 0.31 -0.92 0.03
C 0.80 0.04 0.78
C -1.10 0.21 -0.62
H 0.31 -0.10 0.12
H 0.03 0.25 0.00
H 0.19 0.02 -0.23
H 0.34 -0.59 0.56
H -0.34 -0.38 0.23
H -2.77 -1.68 2.08
H -0.34 0.12 0.24
H -0.42 -0.11 -0.33
H -0.39 0.45 0.07
H 0.05 0.11 0.04
H 0.04 -0.08 -0.12
H -0.13 0.34 -0.11
H 0.64 -0.06 0.09
H 0.11 0.94 -0.36
H 0.66 0.12 -0.13
C -0.15 0.28 0.15
Si 0.14 0.23 0.00
C -0.18 0.04 -0.23
C 0.46 -0.10 0.07
N -1.20 -1.12 0.39
C 0.95 2.12 -0.20
N -0.53 2.07 0.22
C -0.69 -1.30 0.31
C 1.67 0.68 -0.55
H -0.14 -0.25 0.08
H 0.20 0.12 0.00
H -0.09 0.00 -0.26
H -0.01 -0.24 0.03
H -0.24 0.07 0.20
H 0.18 0.07 -0.02
H -0.12 -0.34 -0.02
H -0.14 0.10 -0.20
H -0.15 0.13 0.25
H 0.98 -1.08 0.18
H -0.37 1.23 0.24
H -0.32 0.13 -0.03

Calculated values
ΔE to the lowest compared entry with this formula, charge and spin in kcal/mol: 38.8
HOMO level in eV: -11.0
HOMO-LUMO gap in eV: 7.43
Total charge: +1

These are the natural (NBO) partial charges, in e, on atoms 1 to 5: atom 1 (C): -0.261, atom 2 (O): -0.476, atom 3 (C): 0.361, atom 4 (C): -0.258, atom 5 (C): -0.170

***

3.
Here is a cluster of 6 separate species, C22H27N7O3S in total from the Open Molecules 2025 dataset. Energies are from the ωB97M-V functional and the def2-TZVPD basis.

Positions of all 60 atoms, in Å:
O  -2.84356  -0.30158  0.59511
C  -1.81676  -0.76817  0.13070
C  -1.86336  -1.85230  -0.87061
C  -0.75561  -2.23752  -1.49414
C  0.53515  -1.57346  -1.20888
O  1.48898  -1.74602  -1.94548
C  0.63448  -0.66461  -0.03062
C  1.98571  -0.20521  0.43553
C  3.00625  -1.34834  0.58509
C  2.37183  -2.54922  1.29543
C  3.41263  -3.46189  1.92498
S  2.66098  -4.85904  2.86982
C  0.95877  -4.64448  2.58081
N  0.28996  -5.10951  1.57964
N  -1.02356  -4.71594  1.76122
C  -1.04608  -4.05388  2.86056
O  0.16233  -3.96108  3.44111
C  -0.49707  -0.28057  0.56913
H  -2.81520  -2.31243  -1.08085
H  -0.76002  -3.02612  -2.23361
H  1.84692  0.21717  1.43317
H  2.37130  0.59610  -0.18805
H  3.82323  -0.97821  1.20642
H  3.38680  -1.63832  -0.39011
H  1.81861  -3.15414  0.57937
H  1.69125  -2.17527  2.06376
H  4.05362  -2.93423  2.62480
H  3.99350  -3.92824  1.13310
H  -1.89296  -3.59829  3.34276
H  -0.46754  0.40454  1.40638
C  2.16921  1.45826  -3.63921
C  3.12577  1.61222  -2.55235
N  3.85759  1.72024  -1.67535
H  1.82791  2.43716  -3.96998
H  2.63723  0.93626  -4.47129
H  1.31552  0.88018  -3.28998
C  3.09014  5.16037  -0.52750
C  1.99830  4.19993  -0.44735
N  1.14714  3.43123  -0.39302
H  3.22993  5.64967  0.43271
H  4.00450  4.63867  -0.80796
H  2.86220  5.91632  -1.27475
C  1.91824  9.56875  -1.42579
C  2.44874  8.80447  -0.30293
N  2.86486  8.20853  0.58475
H  1.97441  8.97586  -2.33670
H  0.87965  9.83019  -1.23402
H  2.49827  10.47987  -1.55695
C  -5.65573  -0.90773  2.51201
C  -6.02997  -1.94248  3.46906
N  -6.31793  -2.75789  4.22341
H  -5.52750  0.04366  3.02379
H  -4.71882  -1.16922  2.02246
H  -6.43354  -0.80256  1.75809
C  -6.11386  -3.12386  -2.09208
C  -4.73449  -3.50606  -2.36649
N  -3.64474  -3.79978  -2.57352
H  -6.18290  -2.69422  -1.09431
H  -6.44409  -2.38786  -2.82223
H  -6.75664  -3.99988  -2.14905

Forces on the atoms, in the same order (eV/Å):
O -0.02 -0.12 0.06
C -0.25 0.18 0.18
C 0.18 -0.04 -0.02
C -0.13 -0.02 0.16
C 0.27 -0.03 -0.37
O -0.05 0.07 0.04
C -0.12 0.15 0.13
C 0.03 -0.30 0.37
C -0.29 0.05 0.14
C 0.47 0.12 -0.03
C -0.55 -0.20 -0.16
S 0.12 0.04 0.26
C 0.07 -0.24 -0.43
N 0.05 -0.01 -0.01
N -0.21 0.03 -0.06
C 0.02 -0.06 -0.11
O 0.08 0.19 0.36
C 0.29 -0.14 -0.10
H -0.03 0.10 0.07
H 0.04 0.01 -0.08
H -0.11 0.17 -0.03
H 0.04 -0.04 -0.15
H 0.15 0.08 -0.17
H 0.18 -0.03 0.01
H -0.30 0.09 0.02
H -0.10 -0.09 0.03
H 0.09 0.04 -0.01
H 0.25 0.05 0.08
H 0.00 0.03 0.05
H -0.15 0.07 0.01
C -0.01 0.00 0.00
C 0.00 -0.05 0.05
N 0.14 0.10 -0.09
H -0.01 0.00 0.00
H -0.02 -0.01 0.00
H 0.01 -0.02 0.00
C 0.07 -0.15 0.01
C -0.06 -0.11 -0.01
N -0.03 0.03 -0.02
H -0.01 0.05 -0.01
H -0.02 -0.03 0.00
H 0.01 0.03 0.01
C 0.00 -0.01 0.02
C 0.00 0.04 0.06
N -0.01 0.03 -0.03
H -0.01 0.01 -0.01
H 0.00 0.01 -0.01
H 0.00 0.01 -0.01
C 0.05 -0.04 -0.01
C 0.00 0.00 0.02
N 0.00 -0.01 -0.01
H 0.00 0.01 0.00
H 0.00 0.06 -0.04
H 0.00 0.02 0.00
C 0.01 -0.01 0.00
C 0.01 -0.06 -0.04
N -0.10 -0.05 -0.10
H -0.01 0.00 0.00
H -0.01 0.00 0.00
H -0.01 0.00 0.01

Calculated values
HOMO level in eV: -9.3
HOMO-LUMO gap in eV: 8.21

These are the natural (NBO) partial charges, in e, on atoms 1 to 5: atom 1 (O): -0.539, atom 2 (C): 0.478, atom 3 (C): -0.220, atom 4 (C): -0.230, atom 5 (C): 0.491

***

4.
Here is a structure of composition C22H27NNdO2P2 from the Open Molecules 2025 dataset. Energies are from the ωB97M-V functional and the def2-TZVPD basis.

Positions of all 55 atoms, in Å:
C  -2.67312  -2.52474  1.94207
C  -1.43915  -1.99230  1.59525
C  -1.16529  -1.80138  0.20299
C  -2.22941  -1.80940  -0.72798
C  -3.46677  -2.33666  -0.34565
C  -3.66990  -2.73144  0.97438
C  -1.97008  -1.08335  -2.00098
C  -0.61105  -1.40769  -2.52364
C  0.41626  -1.40959  -1.55629
C  1.76130  -1.14588  -1.95555
C  2.06383  -1.20612  -3.31040
C  1.05094  -1.40418  -4.26608
C  -0.28336  -1.47473  -3.88291
H  -2.87354  -2.76228  2.99391
H  -4.25851  -2.43608  -1.09516
H  -4.61695  -3.18331  1.27501
H  -2.74966  -1.21467  -2.73490
H  3.10064  -1.06654  -3.63524
H  1.32026  -1.48506  -5.31962
H  -1.08498  -1.56532  -4.61782
N  0.13047  -1.51647  -0.20614
Nd  -0.73397  1.27890  -0.19471
C  -0.43491  -1.50692  2.61521
H  0.58037  -1.85725  2.37329
H  -0.71489  -1.82579  3.63447
C  2.74881  -0.71960  -0.90603
H  2.76635  -1.42871  -0.06448
H  3.76297  -0.60694  -1.32021
P  -0.31702  0.37067  2.65475
P  2.27689  0.92298  -0.14346
C  3.13719  2.05157  -1.30050
H  3.10855  3.06652  -0.88753
H  4.17910  1.72627  -1.41621
H  2.63066  2.04130  -2.27170
C  3.45509  0.91062  1.25234
H  4.48979  0.88586  0.86943
H  3.31720  1.81363  1.86272
H  3.28130  0.02507  1.88114
C  -1.86288  0.74857  3.55786
H  -1.92690  0.12840  4.46230
H  -1.85791  1.81019  3.83868
H  -2.73484  0.55625  2.92014
C  0.90270  0.56624  3.98975
H  1.13308  1.63460  4.10612
H  0.48690  0.18008  4.93657
H  1.83092  0.02680  3.75257
C  0.61829  2.87607  1.18119
O  1.24518  3.64915  1.79596
H  -1.93974  0.19530  -1.70498
C  -1.93224  3.19994  -1.68891
C  -1.00854  2.25182  -2.46257
O  -0.63328  2.22016  -3.59754
H  -2.48549  2.75276  -0.80801
H  -2.75124  3.51537  -2.36380
H  -1.36942  4.09732  -1.35910

Forces on the atoms, in the same order (eV/Å):
C -0.06 0.28 0.07
C -0.08 0.16 -0.34
C 0.86 0.61 -0.41
C -0.51 0.07 0.59
C -0.03 0.04 0.13
C -0.13 -0.30 -0.07
C 0.65 0.97 0.72
C 0.39 0.38 -0.45
C -0.33 0.49 0.43
C -0.39 -0.17 -0.19
C -0.22 0.24 -0.05
C 0.16 -0.32 -0.15
C 0.11 0.12 0.29
H 0.01 0.14 -0.42
H 0.18 0.10 0.35
H 0.29 0.17 -0.13
H -0.30 0.32 -0.17
H -0.39 -0.02 0.08
H -0.09 0.07 0.30
H 0.28 0.15 0.09
N -0.19 1.65 0.86
Nd 0.66 -3.15 -0.39
C 0.20 -0.06 -0.23
H -0.29 -0.01 0.10
H 0.16 0.07 -0.36
C -0.30 -0.28 0.19
H 0.02 0.12 -0.27
H -0.30 -0.06 0.15
P -0.33 -1.47 0.63
P 1.04 -0.79 -0.69
C -0.17 0.18 0.13
H 0.11 -0.07 -0.21
H -0.24 0.16 -0.02
H 0.12 0.02 0.12
C -0.05 0.23 0.40
H -0.43 -0.01 0.15
H 0.20 -0.24 -0.05
H 0.06 0.28 -0.20
C -0.08 0.32 -0.05
H -0.06 0.19 -0.22
H -0.12 -0.23 0.04
H 0.12 -0.02 0.18
C 0.30 0.32 0.19
H 0.05 -0.29 0.14
H 0.20 0.14 -0.39
H -0.30 0.19 0.07
C 2.88 4.39 2.99
O -2.44 -3.38 -2.44
H -0.72 -2.54 -1.41
C -1.38 1.25 -0.85
C 1.30 -1.45 0.64
O -0.91 0.82 0.69
H 0.43 0.45 -0.82
H 0.39 0.11 0.36
H -0.33 -0.36 -0.09

Calculated values
HOMO level (alpha / beta) in eV: -9.4 / -9.4
HOMO-LUMO gap (alpha / beta) in eV: 5.10 / 5.27
Total charge: +1
Multiplicity: 4

These are the Löwdin partial charges, in e, on atoms 1 to 5: atom 1 (C): -0.050, atom 2 (C): -0.245, atom 3 (C): -0.284, atom 4 (C): -0.195, atom 5 (C): -0.033

***

The maximum force results, record by record, are as follows: 0.06203 0.09450 0.01172 0.11745 hartree/bohr.
The calculated total energy results, record by record, are as follows: -2827.0901 -1403.7449 -1861.6134 -2303.5652 hartree.